# 1
Formula: C17H10F4N4PbSe3Te
Source: the OMol25 dataset
Level of theory: wB97M-V/def2-TZVPD

ΔE to the lowest compared entry with this formula, charge and spin, eV: 0.236
E_tot, eV: -243198.409
HOMO level (spin up / spin down), eV: -8.37 / -7.62
HOMO-LUMO gap (spin up / spin down), eV: 6.00 / 3.84

ORCA input file:
```
! RIJCOSX wB97M-V def2-TZVPD def2/J DEFGRID3
* xyz 0 1
Pb 2.25 -0.98 2.35
Te 5.91 -2.63 0.88
Se 4.57 0.47 2.70
Se 3.56 -3.24 1.42
Se 5.81 -0.12 0.86
F -2.73 2.31 -0.79
F 1.43 2.59 -4.29
F -0.52 0.91 -0.31
F -0.80 3.97 -4.79
N 3.67 0.58 -3.57
N -5.12 4.01 -1.61
N -3.24 5.69 -4.93
N 2.10 -0.17 0.27
C 2.79 0.77 -2.86
C -4.15 3.97 -2.24
C -1.35 -1.91 1.90
C -0.58 1.68 -1.42
C 0.55 1.69 -2.28
C -1.05 -1.87 4.40
C -1.86 3.21 -2.81
C 1.89 0.33 -0.75
C -0.74 3.22 -3.69
C -0.71 -2.54 3.10
C -3.12 4.90 -4.11
C 1.71 0.94 -1.97
C -3.01 3.98 -3.05
C 0.41 2.50 -3.44
C 0.04 -3.65 3.07
C -1.72 2.38 -1.66
C 0.34 -4.49 1.88
H 1.39 -4.82 1.90
H 0.42 -4.04 4.01
H -0.72 -0.83 4.41
H 0.15 -3.97 0.95
H -0.79 -2.08 0.99
H -2.13 -1.86 4.55
H -0.60 -2.38 5.25
H -2.36 -2.31 1.76
H -1.44 -0.83 2.04
H -0.28 -5.39 1.89
*
```

=====

# 2
Formula: C4H10O2
Source: the OMol25 dataset
Level of theory: wB97M-V/def2-TZVPD

ΔE to the lowest compared entry with this formula, charge and spin, eV: 2.580
E_tot, eV: -8394.332
HOMO level (spin up / spin down), eV: -13.84 / -13.83
HOMO-LUMO gap (spin up / spin down), eV: 8.60 / 4.98

ORCA input file:
```
! RIJCOSX wB97M-V def2-TZVPD def2/J DEFGRID3
* xyz 1 2
O 0.81 -0.66 1.82
O -1.49 -0.37 -0.25
C -2.21 1.13 -2.02
C -2.00 0.70 -0.71
C 2.78 -0.52 0.26
C 1.46 0.02 0.79
H -2.38 1.37 0.06
H 1.60 1.01 1.22
H 3.34 -0.80 1.16
H 0.82 0.27 -0.08
H 3.28 0.24 -0.32
H 2.62 -1.35 -0.39
H -0.79 -0.65 -0.88
H 0.62 -1.58 1.61
H -2.54 2.15 -2.20
H -2.24 0.44 -2.86
*
```

=====

# 3
Formula: C48H113Br2N8O3
Source: the OMol25 dataset
Level of theory: wB97M-V/def2-TZVPD

E_tot, eV: -209689.891
HOMO level (spin up / spin down), eV: -17.79 / -17.63
HOMO-LUMO gap (spin up / spin down), eV: 5.87 / 2.84

ORCA input file:
```
! RIJCOSX wB97M-V def2-TZVPD def2/J DEFGRID3
* xyz 6 2
Br 5.71 0.90 0.89
Br 1.51 4.28 -1.35
O 5.91 2.90 -4.30
O -7.27 -0.75 3.25
O 7.50 -1.30 5.47
N -6.74 -1.22 0.17
N -1.47 -1.51 6.56
N -1.15 -0.07 4.94
N -3.20 6.44 0.29
N 5.81 0.04 -3.58
N 4.67 1.07 5.15
N -0.97 -0.08 -2.31
N 2.55 -5.99 -2.45
C -2.56 -0.23 5.08
C 4.66 1.58 6.63
C -5.32 -1.64 0.58
C -2.75 -1.08 6.20
C -5.50 3.59 -3.47
C 5.30 2.28 4.44
C 4.74 1.17 -3.26
C 4.69 2.34 -4.24
C 5.55 -1.24 -2.79
C -7.87 -1.78 1.11
C -3.41 0.25 -2.89
C 1.06 -0.98 0.88
C -3.76 5.58 1.42
C 4.00 -6.23 -0.39
C -1.08 2.37 4.45
C -3.96 6.34 -1.06
C -7.04 -1.71 -1.24
C 1.30 -6.62 -3.16
C -2.98 7.99 0.73
C -0.24 1.20 -2.79
C 0.15 -0.09 -0.05
C -2.81 -0.82 -3.87
C 6.95 -0.03 5.29
C -1.27 -2.51 7.56
C -1.66 7.91 1.50
C 5.78 -0.36 -5.05
C 2.55 -0.94 0.43
C -1.32 -0.95 -3.54
C 3.53 -5.52 -3.61
C -7.43 -2.05 2.61
C -0.75 6.94 0.68
C -0.48 -6.17 -4.90
C -1.15 -5.09 -5.78
C -1.70 5.98 -0.03
C 3.26 -6.98 -1.54
C 3.26 0.92 4.61
C -5.30 4.97 -2.78
C 3.38 -4.85 -0.41
C -2.36 0.31 -1.72
C 7.23 0.40 -3.21
C 0.45 -5.56 -3.88
C -0.54 -1.01 5.75
C -6.91 0.33 0.01
C -4.35 4.89 -1.54
C -0.50 0.97 4.13
C -0.12 -0.81 -1.26
C 5.51 -0.22 4.91
C 2.25 -4.90 -1.43
H -8.09 -1.47 -1.40
H 4.37 -5.05 -3.10
H 3.26 -1.21 1.21
H 3.73 -6.80 0.50
H 4.79 -0.76 -5.27
H -5.19 -1.28 1.60
H -0.73 -0.55 -4.36
H 4.29 2.06 -5.22
H 7.06 0.44 6.27
H 0.71 -7.10 -2.39
H 0.78 0.96 -3.08
H 5.95 3.36 -5.14
H 3.02 -4.66 -4.04
H 2.09 -3.94 -1.94
H -0.67 -2.11 8.38
H 0.08 -6.72 -5.65
H -6.97 -0.86 4.15
H 0.93 -4.70 -4.34
H 6.27 -2.04 -3.00
H 4.69 3.18 4.45
H -7.91 0.50 -0.41
H 5.65 -0.95 -1.74
H -0.22 7.43 -0.13
H -1.04 2.41 5.54
H 7.54 0.44 4.51
H -0.75 -3.31 7.04
H -1.91 7.31 2.38
H -3.24 5.72 2.37
H 1.56 -7.50 -3.76
H 4.16 -4.21 -0.82
H -3.82 8.26 1.36
H 6.46 -1.20 -5.16
H -6.02 3.57 -4.42
H -4.98 4.49 -0.74
H 2.69 1.84 4.67
H 4.57 -1.68 -2.99
H -1.17 8.76 1.98
H -0.24 1.98 -2.03
H 5.59 1.76 7.17
H -6.05 2.82 -2.92
H -0.85 1.56 -3.62
H -2.83 8.55 -0.19
H -4.81 5.79 1.62
H 2.98 -4.41 0.51
H -3.60 -1.39 6.78
H 5.34 -0.54 3.89
H -3.48 1.25 -3.30
H -0.47 3.18 4.05
H -5.22 -2.72 0.47
H -1.93 -5.44 -6.46
H -2.15 2.53 4.33
H -4.41 0.06 -2.50
H -0.71 -1.69 -0.98
H -1.52 5.94 -1.10
H 0.65 0.87 -0.20
H -8.34 -2.65 0.65
H -0.17 -4.99 -3.19
H -6.05 0.62 -0.59
H 4.09 3.13 -3.79
H -3.35 0.27 4.54
H -0.51 -4.47 -6.41
H 1.32 -5.25 -1.01
H -0.77 0.15 0.49
H 7.91 -0.41 -3.43
H 6.31 2.38 4.84
H 3.75 0.71 -3.21
H 3.31 0.64 3.56
H -6.90 0.76 1.01
H 0.55 0.98 4.40
H 0.93 -0.66 1.92
H -6.26 5.24 -2.34
H 7.24 0.68 -2.15
H 2.75 -1.67 -0.35
H -4.83 6.88 -0.69
H 3.80 -7.59 -2.27
H 3.03 -0.01 0.10
H 3.57 -6.39 -4.27
H 4.19 2.56 6.68
H 4.92 -0.91 5.52
H 5.52 1.99 3.41
H -7.99 -2.79 3.19
H 0.04 6.44 1.24
H -2.18 -2.91 8.00
H 0.70 -2.01 0.90
H -1.33 -6.80 -4.62
H -3.36 6.92 -1.76
H -6.43 -1.18 -1.98
H 5.08 -6.35 -0.40
H 7.54 1.24 -3.83
H -0.61 0.70 3.07
H -6.44 -2.50 2.66
H -4.98 5.67 -3.55
H 4.97 1.44 -2.23
H 3.88 0.92 7.01
H -2.63 -0.51 -1.06
H -1.68 -4.40 -5.12
H 0.51 -1.15 5.94
H -1.16 -2.03 -3.48
H -3.83 4.55 1.08
H -2.42 1.22 -1.13
H -3.55 4.16 -1.63
H -4.66 -1.07 -0.08
H -3.38 -1.74 -4.01
H -4.49 3.22 -3.68
H 2.42 -7.47 -1.05
H 8.40 -1.23 5.79
H 2.78 0.11 5.17
H -2.70 -0.43 -4.89
H 0.76 -1.08 -1.84
H 6.03 0.45 -5.73
H -6.72 -2.76 -1.25
H -8.58 -0.96 0.99
H -1.56 4.94 0.24
*
```

=====

- Among the records above, which one has the lowest E_tot?
  C17H10F4N4PbSe3Te

=====

- What is the E_tot in the second record?
  -8394.332 eV